{
  "formula": "C2H2N2O",
  "method": "ωB97M-V/def2-TZVPD",
  "species": ["C", "C", "N", "N", "O", "H", "H"],
  "positions_angstrom": [[-0.5184, -2.1522, 0.1041], [0.7143, 2.1238, -0.4164], [-0.9546, -2.5212, -0.8724], [0.2101, 1.2762, 0.2634], [-0.1142, 0.5512, 1.1209], [-0.2098, -1.8497, 1.0932], [0.8726, 2.5718, -1.2928]],
  "nbo_charge": [0.07, -0.07, -0.33, 0.23, -0.38, 0.24, 0.23],
  "fmax_ha_per_bohr": 0.1329,
  "de_lowest_kj_mol": 383.0,
  "multiplicity": 1
}


{
  "formula": "C23H25BrFN2OPt",
  "method": "ωB97M-V/def2-TZVPD",
  "species": ["Pt", "C", "C", "C", "C", "C", "C", "C", "C", "C", "C", "C", "C", "N", "C", "C", "C", "C", "C", "C", "F", "H", "H", "H", "H", "H", "H", "H", "H", "H", "H", "H", "H", "H", "H", "H", "H", "H", "H", "H", "H", "H", "O", "C", "C", "C", "N", "C", "Br", "C", "H", "H", "H", "H"],
  "positions_angstrom": [[0.9259, -0.5932, 0.9756], [-0.2651, 2.2296, 1.8305], [-1.0696, 2.7162, 0.6234], [-2.5431, 2.3010, 0.7460], [-0.4717, 2.3854, -0.7441], [-0.3680, 3.4546, -1.6236], [0.1577, 3.3081, -2.8913], [0.6469, 2.0793, -3.2801], [0.5618, 0.9583, -2.4609], [1.1075, -0.3235, -3.0917], [0.0190, -1.0370, -3.9070], [1.7924, -1.3179, -2.1571], [-0.0521, 1.1082, -1.1907], [-0.3744, -0.0261, -0.3763], [-1.5953, -0.6034, -0.5778], [-2.4422, -0.1931, -1.6405], [-3.6580, -0.7933, -1.8595], [-4.1103, -1.8093, -1.0211], [-3.3331, -2.2187, 0.0558], [-2.1111, -1.6328, 0.2537], [-1.3882, -2.0529, 1.3038], [-0.6949, 2.6454, 2.7435], [0.7746, 2.5545, 1.7621], [-0.2981, 1.1390, 1.9321], [-1.0514, 3.8070, 0.6745], [-2.6581, 1.2253, 0.8697], [-3.1035, 2.6096, -0.1375], [-2.9916, 2.7876, 1.6131], [-0.7247, 4.4268, -1.3063], [0.1987, 4.1537, -3.5648], [1.0982, 1.9682, -4.2588], [1.8703, 0.0163, -3.7953], [-0.7461, -1.4539, -3.2534], [0.4586, -1.8577, -4.4761], [-0.4563, -0.3519, -4.6097], [1.0786, -2.0341, -1.7516], [2.3224, -0.7933, -1.3519], [2.5436, -1.8922, -2.7019], [-2.0969, 0.6017, -2.2865], [-4.2645, -0.4736, -2.6957], [-5.0659, -2.2817, -1.1998], [-3.6673, -2.9884, 0.7375], [3.9639, -2.7330, 5.8679], [3.4025, -2.1785, 4.7983], [2.9632, -0.8532, 4.7469], [2.4143, -0.3742, 3.5831], [2.2394, -1.1316, 2.4877], [2.6522, -2.4054, 2.5579], [2.3611, -3.4493, 1.0175], [3.2507, -2.9679, 3.6571], [4.0414, -2.1156, 6.6032], [3.0550, -0.2074, 5.6101], [2.1077, 0.6599, 3.5053], [3.5939, -3.9915, 3.6545]],
  "lowdin_spin": [0.79, 0.04, 0.00, 0.00, 0.02, 0.00, 0.01, 0.00, 0.02, 0.00, 0.00, 0.02, 0.05, 0.45, 0.04, 0.10, -0.01, 0.14, -0.01, 0.11, 0.06, 0.00, 0.00, 0.03, 0.00, 0.00, 0.00, 0.00, 0.00, 0.00, 0.00, 0.00, 0.00, 0.00, 0.00, 0.00, 0.01, 0.00, 0.00, 0.00, 0.01, 0.00, 0.00, 0.00, 0.00, 0.01, 0.03, 0.01, 0.05, 0.00, 0.00, 0.00, 0.00, 0.00],
  "energy_ha": -3869.12939,
  "fmax_ha_per_bohr": 0.0186,
  "total_charge": 1,
  "multiplicity": 3
}


{
  "formula": "C27H43ClN4PReSi",
  "method": "ωB97M-V/def2-TZVPD",
  "species": ["Re", "C", "C", "C", "C", "C", "C", "C", "C", "N", "C", "C", "C", "C", "H", "H", "H", "H", "H", "H", "H", "H", "H", "H", "H", "H", "H", "H", "H", "H", "H", "H", "C", "Si", "C", "C", "C", "C", "C", "C", "C", "H", "H", "H", "H", "H", "H", "H", "H", "H", "H", "H", "Cl", "C", "H", "H", "C", "N", "C", "N", "C", "N", "C", "P", "C", "C", "H", "H", "H", "H", "H", "H", "H", "H", "H", "H", "H", "H"],
  "positions_angstrom": [[-0.4705, 1.7912, 1.0070], [0.8586, -3.6562, 0.2490], [0.4323, -2.6281, -0.7648], [0.2706, -2.9770, -2.0999], [-0.1833, -2.0463, -3.0255], [-0.3693, -2.4198, -4.4708], [-0.4528, -0.7468, -2.6102], [-0.2875, -0.3590, -1.2775], [0.1422, -1.3312, -0.3720], [-0.5335, 0.9452, -0.8096], [-0.7801, 2.0493, -1.7765], [-0.9914, 3.2929, -0.9014], [0.4514, 2.3265, -2.6459], [-2.0508, 1.8733, -2.6364], [1.2840, -4.5336, -0.2353], [0.0058, -3.9924, 0.8446], [1.6046, -3.2648, 0.9436], [0.4869, -3.9898, -2.4198], [-0.4057, -3.5003, -4.5976], [0.4549, -2.0413, -5.0785], [-1.2930, -1.9982, -4.8682], [-0.8066, -0.0532, -3.3536], [0.2155, -1.0662, 0.6736], [-0.0945, 3.5007, -0.2636], [-1.9325, 3.2706, -0.3259], [-1.0445, 4.1916, -1.5148], [1.2740, 2.7146, -2.0420], [0.2010, 3.0787, -3.3956], [0.7957, 1.4322, -3.1601], [-2.7162, 1.1264, -2.2109], [-1.8151, 1.5800, -3.6570], [-2.5912, 2.8191, -2.6994], [-3.4498, 1.2410, 2.2487], [-2.1286, 0.0266, 1.6222], [-1.6793, -1.2681, 2.9064], [-3.0055, -0.8837, 0.2308], [-3.9611, -0.2312, -0.5519], [-4.6490, -0.8923, -1.5599], [-4.3973, -2.2352, -1.8019], [-3.4734, -2.9125, -1.0193], [-2.7953, -2.2431, -0.0117], [-4.3705, 0.6701, 2.3981], [-3.6877, 2.0102, 1.5077], [-3.2219, 1.7545, 3.1823], [-2.5677, -1.8623, 3.1345], [-1.3070, -0.8604, 3.8465], [-0.9203, -1.9551, 2.5236], [-4.1867, 0.8150, -0.3745], [-5.3879, -0.3634, -2.1486], [-4.9327, -2.7562, -2.5849], [-3.2856, -3.9651, -1.1894], [-2.0879, -2.7969, 0.5938], [-0.4173, 3.4322, 2.8658], [-0.4333, 1.5841, 3.0868], [-1.3065, 1.3842, 3.6962], [0.4711, 1.3449, 3.6383], [4.7650, 1.6039, 0.8653], [4.1464, 0.4719, 0.1787], [4.2423, -0.7118, 1.0305], [3.6703, -0.5181, 2.3633], [4.2972, 0.6452, 2.9878], [4.1944, 1.8638, 2.1857], [2.8176, 2.3331, 2.0913], [1.7238, 1.0779, 1.2753], [2.7736, 0.7574, -0.2157], [2.2183, -0.3834, 2.3033], [4.6689, 2.4984, 0.2476], [5.8256, 1.3855, 0.9939], [5.2983, -0.9594, 1.1461], [3.7405, -1.5481, 0.5400], [5.3560, 0.4265, 3.1308], [3.8455, 0.8178, 3.9664], [2.7804, 3.2645, 1.5191], [2.4359, 2.5573, 3.0908], [2.7550, 1.6429, -0.8545], [2.3567, -0.0749, -0.7819], [1.7924, -1.2918, 1.8768], [1.8186, -0.2836, 3.3148]],
  "lowdin_spin": [0.60, 0.00, 0.00, 0.04, 0.00, 0.00, 0.04, 0.00, 0.03, 0.22, 0.01, -0.01, 0.01, 0.01, 0.00, 0.00, 0.00, 0.00, 0.00, 0.00, 0.00, 0.00, 0.00, 0.00, 0.00, 0.00, 0.00, 0.00, 0.00, 0.00, 0.00, 0.00, 0.00, -0.01, 0.00, 0.00, 0.00, 0.00, 0.00, 0.00, 0.00, 0.00, 0.00, 0.00, 0.00, 0.00, 0.00, 0.00, 0.00, 0.00, 0.00, 0.00, 0.03, 0.02, 0.00, 0.00, 0.00, 0.00, 0.00, 0.00, 0.00, 0.00, 0.00, 0.00, 0.00, 0.00, 0.00, 0.00, 0.00, 0.00, 0.00, 0.00, 0.00, 0.00, 0.00, 0.00, 0.00, 0.00],
  "fmax_ha_per_bohr": 0.0062,
  "de_lowest_kj_mol": 65.6,
  "total_charge": 1,
  "multiplicity": 2
}


{
  "formula": "C5H10N2O2S",
  "method": "ωB97M-V/def2-TZVPD",
  "species": ["C", "C", "C", "C", "C", "N", "N", "O", "O", "S", "H", "H", "H", "H", "H", "H", "H", "H", "H", "H"],
  "positions_angstrom": [[0.6820, -0.8402, -0.5754], [0.8105, 0.5542, -1.1549], [-2.6969, -0.9498, 0.2107], [1.8045, 2.1025, 1.2441], [-1.6368, -0.2593, -0.6835], [-0.3761, -0.0480, -0.0555], [1.6749, -1.3250, 0.3504], [2.6624, -1.9247, -0.0706], [1.5324, -1.0329, 1.5687], [1.6524, 1.9885, -0.6218], [0.4586, -1.7222, -1.3744], [0.3837, 0.7395, -2.1057], [-2.8128, -0.2880, 1.0083], [-3.5889, -1.1517, -0.3488], [-2.5025, -1.9836, 0.4832], [1.1610, 2.8028, 1.7138], [2.8297, 2.3791, 1.3636], [1.6316, 1.1087, 1.6486], [-1.5796, -0.8044, -1.6321], [-2.0900, 0.6546, -0.9687]],
  "nbo_charge": [-0.01, -0.24, -0.61, -0.70, -0.23, -0.37, 0.49, -0.35, -0.38, 0.23, 0.23, 0.24, 0.22, 0.21, 0.21, 0.22, 0.22, 0.26, 0.16, 0.20],
  "fmax_ha_per_bohr": 0.0919,
  "de_lowest_kj_mol": 453.9,
  "multiplicity": 1
}